{"formula": "C29H81N7O8", "method": "ωB97M-V/def2-TZVPD", "smiles": "COC[C@H](C)N.COC[C@H](C)N.COC[C@H](C)N.COC[C@H](C)N.COC[C@H](C)N.COC[C@H](C)N.COC[C@H](C)N.CO", "lumo_energy_ev": 0.408, "e_homo_ev": -7.88, "relative_energy_kj_mol": 450.23, "gap_ha": 0.3047, "multiplicity": 1, "charge": 0, "symbols": ["C", "H", "H", "H", "H", "H", "C", "H", "C", "H", "H", "H", "H", "H", "H", "C", "H", "C", "N", "H", "H", "O", "H", "H", "N", "H", "H", "H", "H", "C", "C", "C", "C", "H", "N", "H", "H", "H", "C", "H", "H", "H", "C", "H", "H", "H", "H", "H", "C", "C", "C", "H", "C", "H", "H", "O", "O", "N", "N", "H", "H", "H", "N", "H", "H", "H", "H", "H", "N", "H", "H", "H", "H", "H", "H", "C", "H", "H", "H", "H", "O", "C", "H", "C", "H", "O", "H", "H", "O", "O", "H", "C", "C", "H", "C", "H", "H", "C", "C", "H", "H", "H", "H", "C", "H", "H", "C", "H", "C", "H", "H", "H", "H", "H", "H", "H", "H", "C", "O", "C", "H", "H", "C", "H", "H"], "xyz": [[-2.097963, 1.161822, 5.913333], [-5.238460, 3.176370, -1.334090], [6.682617, -2.678002, 3.717299], [5.399501, -3.049283, 4.758506], [-3.700203, -0.924797, -4.811441], [-6.275862, -2.141489, -4.547910], [-0.547916, 0.000700, 0.721222], [-0.684518, -1.648092, -0.650015], [-1.278627, 0.055128, 8.092902], [-0.548767, -2.393480, 7.012857], [0.521411, 5.252691, -2.190278], [-4.950364, 3.757021, 0.852037], [4.786056, -1.422633, -5.170893], [4.647471, -2.457170, -2.656748], [-7.290817, -2.501155, -3.137182], [-4.488449, -3.502899, -1.599787], [-0.303934, 4.953483, 0.212913], [-5.356450, 1.167795, -0.644550], [-0.479229, 3.545947, -2.096820], [3.691983, -2.347984, 3.108030], [6.258735, -2.009841, -6.076680], [1.934736, 3.551880, -3.595796], [-0.564541, 1.090104, 0.753124], [-5.676669, -3.280098, 0.142807], [4.723207, -3.836490, 2.184937], [-3.264611, 3.785347, 0.332765], [-2.437209, -3.338069, -1.579361], [2.814917, 4.319411, -1.854773], [2.843535, 2.521130, -5.154180], [0.458129, -0.105431, -1.639781], [4.367538, 1.002684, 1.258304], [-4.100257, 3.130980, 0.580946], [-5.501123, -2.729620, -0.781453], [-3.181973, -2.799186, -0.117361], [-3.443091, 2.262123, -1.519387], [3.663213, 0.670763, 0.495512], [1.399951, 4.815332, 0.227841], [8.178787, -1.004744, -5.101287], [-4.654669, -3.612523, -3.140126], [5.623648, -4.064811, 1.788471], [-2.527030, -0.858765, 6.536785], [-3.867829, -0.116808, 8.411788], [-0.691453, -0.559722, -0.709098], [-4.362221, -2.692214, -3.645703], [1.065051, -2.218304, 7.392498], [4.072276, 1.964773, 1.677001], [-2.779933, 3.000663, -1.332656], [6.768705, 0.160997, -2.681500], [-3.282870, 2.693082, 2.759111], [-3.168699, 0.017517, -4.678625], [5.669208, -2.358229, 3.959877], [-0.605534, 3.651608, -3.093300], [0.083000, -1.954548, 7.785066], [0.827358, 0.917881, 2.657143], [-3.986837, 2.996996, 3.533811], [-0.006523, -0.526401, 7.715337], [-3.659762, 2.196982, 1.501523], [-1.955866, -0.188801, -1.294157], [7.819785, -0.091989, -5.342335], [-1.378998, -0.815264, -4.770262], [0.600284, 3.341923, 0.360769], [6.719817, -1.437731, -3.262593], [-3.640348, 0.571317, 7.708353], [5.794409, -1.294346, 1.182530], [-4.364462, -4.529067, -1.253814], [-1.201969, 0.839981, 5.382564], [1.406938, -0.604658, -1.443213], [-3.716457, 0.596982, -3.935455], [-3.233431, -2.921102, -1.118651], [-6.049238, 1.171128, 0.196959], [5.217409, 1.127498, 0.587301], [0.526723, 0.981266, -1.589951], [5.676740, -1.388849, 4.458210], [-7.642740, -3.339341, -4.614795], [-0.104973, -2.440037, 8.742703], [-2.371158, 0.118302, 6.994099], [-6.475581, -2.846126, -1.255728], [-5.705537, 0.666734, -1.547425], [3.413039, -1.415253, -2.169382], [-4.632035, 0.534104, -0.132937], [4.530597, -0.061503, 2.266017], [1.954640, 3.721033, -2.154704], [-1.516946, -0.452219, 9.027735], [4.718602, -2.449503, 2.756101], [-2.926855, 1.089215, 5.209230], [-6.014478, -4.047742, -3.541566], [5.395394, -0.723399, -6.682654], [-2.436043, 3.377456, 2.810373], [4.926867, -0.278939, -2.969420], [-1.824198, -0.121470, -4.278269], [-3.902352, -4.268682, -3.577820], [6.401771, -0.039160, -4.895234], [2.683328, 2.412455, -4.081515], [4.930001, -1.460910, -1.226062], [5.685796, -1.152400, -5.723635], [8.359102, 0.612428, -4.859596], [-3.228062, 0.543064, -5.631717], [6.265201, -0.460037, -3.422390], [4.500287, -1.465995, -2.227768], [3.621003, 2.209087, -3.564308], [-1.941142, 2.179313, 6.271422], [-0.238430, 2.566355, -2.046647], [4.066386, -3.803706, 1.418389], [0.612906, 4.307459, -1.655248], [-0.176440, -0.302983, 3.317292], [0.212344, -0.303863, -2.683007], [-6.824007, -2.925800, -4.025923], [-2.635759, -0.854808, -0.956098], [4.803672, -1.374238, 1.629912], [-2.984738, 1.727550, 3.167734], [1.471003, -0.755853, 3.154398], [-1.889079, -0.369810, -2.285559], [4.098008, -1.580317, 0.825124], [5.794002, 0.859305, -5.002445], [-1.428767, -0.297846, 1.289628], [2.097449, 2.729861, -1.724267], [-3.444386, 1.442396, 8.180489], [0.504457, 4.309124, -0.132630], [0.638093, -0.606138, 1.256116], [-4.594955, 2.516612, -0.752087], [2.080025, 1.513184, -3.957237], [-1.044517, 1.073235, 8.403946], [0.692278, -0.163597, 2.673863], [-5.302938, -1.658591, -0.739841], [-2.868113, 1.465279, -1.285873]], "forces_ev_per_a": [[0.36, -1.28, -0.26], [-0.02, 0.70, 0.49], [0.18, 0.36, -0.32], [-0.50, -0.24, -0.25], [0.16, -0.28, 0.10], [0.18, -0.29, -0.16], [0.14, -1.42, -1.21], [0.52, -0.34, 0.37], [1.38, -0.59, -0.33], [-0.62, -0.18, 0.17], [0.03, 0.63, 0.82], [-0.07, 0.16, 1.26], [-0.06, -0.36, -0.28], [0.75, 0.24, -0.68], [-0.06, 0.44, -0.09], [0.95, -0.47, 1.01], [-0.32, -0.59, -0.02], [1.04, 0.18, 2.28], [-1.70, -1.35, -1.42], [-0.03, 0.18, 0.33], [0.40, -0.11, 0.89], [0.57, -0.06, 0.43], [0.46, 0.28, -0.18], [0.45, 0.69, 0.48], [0.05, 1.05, 0.39], [0.00, 0.37, -0.08], [0.35, -0.03, 0.69], [0.09, 0.26, -0.05], [0.09, 0.33, 0.13], [-0.61, -0.09, 0.14], [0.01, -1.70, -0.28], [-1.66, 0.91, -1.29], [-1.93, -1.18, -1.18], [0.14, -0.53, -0.16], [1.67, 0.59, -1.96], [-0.89, 0.03, 0.33], [0.27, 0.28, 0.30], [0.11, -0.05, 0.04], [-0.74, 0.61, -0.04], [0.26, 0.03, -0.07], [-0.17, 0.02, 0.07], [-0.14, 0.01, 0.21], [0.80, 0.24, -0.16], [-0.56, 0.59, 0.18], [0.28, 0.17, 0.55], [0.06, -0.41, 0.37], [0.18, 0.46, -0.69], [1.05, 0.50, -0.54], [0.92, -2.11, 1.00], [-0.56, 0.20, -0.53], [-0.02, -0.12, -0.05], [-0.18, 0.24, -0.27], [-0.02, 0.54, -1.54], [0.64, 0.02, 0.23], [-1.07, 0.56, -0.80], [-0.23, -0.11, 0.14], [-0.91, 0.31, 0.12], [0.05, 0.34, 0.25], [-1.10, 1.30, 0.13], [-0.18, 0.00, -0.20], [-0.70, -0.25, -0.42], [-0.57, -0.52, -0.16], [0.81, -0.97, -1.09], [0.31, -0.23, -0.07], [-1.25, -0.46, -0.06], [0.18, 0.23, -0.13], [-0.01, 0.31, 0.33], [0.32, 0.08, 0.15], [0.64, 0.78, -1.96], [-0.99, 0.35, -0.52], [0.90, 0.12, 0.62], [0.45, -0.09, 0.24], [0.09, 0.20, -0.48], [0.32, -0.05, -0.26], [-0.04, 0.42, 0.26], [-0.72, 1.28, 1.95], [-0.21, 0.16, -0.10], [-0.05, 0.54, 0.01], [-0.02, 0.35, 0.33], [0.43, -0.53, -0.53], [-0.05, 0.15, -1.78], [0.02, -0.64, -0.60], [-0.97, -0.23, -0.10], [-0.53, -0.52, -0.50], [0.02, 0.39, 0.08], [1.68, 1.53, -0.32], [-0.35, 0.21, 0.02], [0.10, 0.17, -0.61], [-0.64, -2.97, 0.04], [0.34, -0.11, 0.40], [-0.28, -0.80, 0.33], [0.33, -2.95, 0.18], [-0.92, 0.19, 0.37], [0.06, 0.05, 0.02], [-0.56, 1.23, -0.39], [0.28, 0.00, 0.08], [-0.04, 0.15, -0.09], [0.41, 1.51, 0.75], [-0.93, 1.15, -0.07], [0.15, 0.43, 0.07], [-0.20, -0.08, 0.18], [-0.27, -0.35, 0.39], [-0.13, -0.37, -0.21], [1.14, -0.37, -0.12], [-0.74, -0.52, -0.68], [-0.16, -0.22, -0.03], [-0.06, -1.08, 1.39], [-0.38, 0.06, -0.12], [0.55, 1.50, 1.86], [0.77, 0.24, 0.59], [0.38, 0.55, -0.18], [-0.18, 0.15, -0.29], [-0.38, -0.02, 0.16], [0.84, 0.47, -0.41], [-0.15, -0.23, 0.23], [-0.06, -0.23, 0.32], [0.04, 0.15, 0.11], [1.88, 1.77, 0.01], [-1.38, 1.23, 2.43], [-0.11, -1.67, 0.16], [-0.16, -0.19, 0.11], [0.07, 0.21, -0.19], [0.71, -0.48, -1.20], [0.26, -0.24, 0.40], [-0.49, -0.82, 0.32]]}